[1]
ORCA calculation (ωB97M-V/def2-TZVPD) on one molecule with the formula CH3OP.

Results
- HOMO energy (Ha) = -0.3390
- SMILES = C=PO
- Kohn-Sham gap (eV) = 9.39

```
6
Properties=species:S:1:pos:R:3:mulliken_charge:R:1
C -0.159 -0.132 -0.945 -0.582
P 1.072 0.270 0.250 0.251
O 0.395 0.054 1.805 -0.489
H -1.228 -0.238 -0.958 0.298
H 0.371 0.286 -1.862 0.219
H -0.451 -0.240 1.710 0.303
```



[2]
ORCA calculation (ωB97M-V/def2-TZVPD) on C18H27F12MgN9P2 as an isolated structure.

Results
- HOMO energy (Ha) = -0.3883
- Kohn-Sham gap (eV) = 10.00

```
69
Properties=species:S:1:pos:R:3:mulliken_charge:R:1
Mg -7.078 12.725 13.758 0.784
P -6.154 9.259 13.120 1.424
F -7.563 9.043 13.842 -0.400
F -6.652 10.796 12.947 -0.358
F -5.348 9.534 14.498 -0.315
F -4.780 9.621 12.392 -0.328
F -5.791 7.699 13.191 -0.366
F -6.854 8.940 11.698 -0.404
P -4.130 14.199 17.941 1.317
F -3.927 12.911 16.927 -0.458
F -4.751 15.078 16.718 -0.343
F -5.649 13.717 18.404 -0.366
F -4.338 15.520 18.852 -0.385
F -3.463 13.334 19.145 -0.409
F -2.632 14.836 17.724 -0.392
C -11.332 11.062 13.945 -1.168
C -10.012 11.567 13.672 0.621
N -8.952 11.973 13.400 -0.157
H -12.013 11.907 14.047 0.316
H -11.391 10.409 14.817 0.336
H -11.550 10.371 13.131 0.312
C -8.827 16.880 14.649 -0.974
C -8.184 15.604 14.602 0.586
N -7.724 14.530 14.606 -0.302
H -8.460 17.456 15.499 0.352
H -9.897 16.674 14.631 0.335
H -8.516 17.337 13.710 0.230
C -5.409 18.280 11.145 -0.874
C -5.563 17.569 12.413 0.479
N -5.674 16.996 13.432 -0.435
H -6.366 18.195 10.631 0.247
H -4.591 17.762 10.646 0.263
H -5.024 19.298 11.212 0.342
C -11.117 14.168 9.566 -0.864
C -10.494 14.570 10.832 0.427
N -9.991 14.972 11.814 -0.394
H -11.323 13.101 9.649 0.267
H -10.438 14.239 8.717 0.261
H -12.005 14.756 9.333 0.308
C -3.039 15.092 14.266 -1.298
C -4.129 14.143 14.222 0.453
N -5.044 13.367 14.160 -0.097
H -2.314 14.969 13.461 0.388
H -2.446 15.051 15.180 0.329
H -3.415 16.115 14.274 0.332
C -2.314 10.920 14.699 0.266
C -1.564 9.717 15.109 0.150
N -1.044 8.743 15.464 -0.472
H -2.683 10.862 13.675 -0.098
H -1.704 11.821 14.763 0.349
H -3.240 10.973 15.271 -0.221
C -2.454 10.049 10.380 -0.796
C -2.765 11.433 10.771 0.500
N -3.023 12.558 11.040 -0.477
H -2.831 9.306 11.082 0.204
H -1.385 9.835 10.377 0.339
H -2.884 9.775 9.417 0.297
C -6.309 10.274 17.847 -1.070
C -6.655 11.159 16.627 0.468
N -6.892 11.815 15.678 -0.283
H -6.459 9.211 17.660 0.361
H -6.837 10.558 18.757 0.368
H -5.236 10.415 17.981 0.273
C -6.186 13.191 9.170 -1.077
C -6.503 13.214 10.636 0.459
N -6.837 13.309 11.739 -0.123
H -6.177 12.135 8.899 0.306
H -5.183 13.599 9.044 0.305
H -6.933 13.768 8.625 0.348
```



[3]
ORCA calculation (ωB97M-V/def2-TZVPD) on a 13-piece molecular cluster, C4H30NO15 overall.

Results
- HOMO energy (Ha) = -0.2686
- net charge = -1
- Kohn-Sham gap (eV) = 9.85

```
50
Properties=species:S:1:pos:R:3:mulliken_charge:R:1
C 2.327 -0.469 3.066 -0.176
N 2.434 -0.449 1.734 0.075
C 0.600 -1.473 0.452 -0.128
C 1.262 -0.162 0.911 2.259
C 1.592 0.543 -0.408 -0.376
O 2.564 0.086 -1.074 -1.050
O 0.709 1.253 -0.940 -0.745
O 1.266 -0.336 3.679 -0.707
H 3.286 -0.747 3.527 0.372
H 3.230 -0.806 1.228 0.311
H 0.372 -1.522 -0.607 -0.186
H -0.308 -1.574 1.051 -0.292
H 1.126 -2.409 0.652 0.319
H 0.584 0.372 1.541 -0.955
H -0.285 0.573 3.500 0.469
H -1.126 1.743 3.567 0.329
O -1.212 0.819 3.281 -0.722
H 0.544 2.792 -1.558 0.559
H 1.421 4.058 -1.803 0.260
O 0.544 3.710 -1.883 -0.718
H 4.260 -1.385 -0.516 0.341
H 4.328 0.040 -0.349 0.428
O 4.716 -0.765 0.052 -0.759
H -1.347 2.668 -3.241 0.303
H -1.574 1.523 -4.275 0.316
O -1.735 2.450 -4.094 -0.662
H -3.926 2.749 -1.518 0.314
H -3.785 1.619 -2.538 0.340
O -4.303 1.904 -1.780 -0.652
H 0.141 -1.392 -2.856 0.287
H -0.594 0.028 -2.673 0.296
O -0.620 -0.855 -3.047 -0.671
H -0.316 2.099 0.425 0.431
H -1.012 1.768 1.758 0.312
O -0.990 2.421 1.038 -0.718
H -3.124 0.037 -0.530 0.188
H -1.896 0.224 0.475 0.434
O -2.497 -0.373 0.044 -0.574
H -2.231 -2.440 2.076 0.410
H -2.957 -1.870 0.958 0.390
O -2.825 -2.750 1.348 -0.726
H 3.431 0.573 -2.422 0.572
H 2.835 0.662 -3.779 0.272
O 3.640 0.934 -3.324 -0.715
H -1.740 -3.768 -0.082 0.375
H -1.708 -2.736 -1.165 0.316
O -1.416 -3.637 -0.989 -0.686
H -0.512 -1.817 3.379 0.363
H -1.824 -1.650 4.138 0.337
O -1.349 -2.264 3.569 -0.762
```



[4]
ORCA calculation (ωB97M-V/def2-TZVPD) on one molecule with the formula C14H15N3O2.

Results
- HOMO energy (Ha) = -0.3005
- SMILES = COc1ccc(NC(=O)NCc2cccnc2)cc1
- Kohn-Sham gap (eV) = 8.86

```
34
Properties=species:S:1:pos:R:3:mulliken_charge:R:1
C 5.627 1.637 0.486 -0.843
O 4.757 1.226 -0.540 -0.422
C 3.689 0.446 -0.215 0.744
C 3.380 0.004 1.067 -0.350
C 2.258 -0.777 1.279 -1.010
C 1.421 -1.137 0.229 0.039
N 0.309 -1.943 0.494 -0.113
C -0.938 -1.967 -0.085 0.364
O -1.733 -2.839 0.207 -0.683
N -1.198 -0.977 -0.988 -0.114
C -2.538 -0.816 -1.521 -1.431
C -3.370 0.098 -0.661 0.704
C -3.933 -0.363 0.524 -0.235
C -4.652 0.518 1.313 -0.507
C -4.777 1.833 0.886 -0.240
N -4.242 2.283 -0.235 -0.609
C -3.558 1.437 -0.984 -0.265
C 1.754 -0.722 -1.062 -0.017
C 2.866 0.064 -1.275 -0.672
H 5.106 2.241 1.237 0.341
H 6.105 0.782 0.975 0.337
H 6.388 2.245 0.001 0.234
H 4.002 0.260 1.910 0.386
H 2.029 -1.114 2.280 0.346
H 0.399 -2.591 1.264 0.240
H -0.625 -0.148 -0.951 0.399
H -2.458 -0.422 -2.538 0.463
H -2.982 -1.814 -1.547 0.410
H -3.800 -1.396 0.813 0.478
H -5.106 0.194 2.237 0.379
H -5.328 2.562 1.465 0.350
H -3.142 1.852 -1.895 0.342
H 1.158 -1.042 -1.902 0.523
H 3.129 0.388 -2.269 0.430
```



[5]
ORCA calculation (ωB97M-V/def2-TZVPD) on one molecule with the formula C5H10O.

Results
- HOMO energy (Ha) = -0.2637
- Kohn-Sham gap (eV) = 8.17

```
16
Properties=species:S:1:pos:R:3:mulliken_charge:R:1
C -1.716 -0.999 -0.200 -0.769
O -0.775 -0.013 0.249 -0.098
C -0.861 1.382 -0.673 -0.492
C 0.608 1.532 -0.224 -0.483
C 0.661 0.011 -0.214 0.320
C 1.520 -0.806 0.725 -1.322
H -1.565 -1.924 0.363 0.268
H -1.583 -1.116 -1.275 0.392
H -2.749 -0.656 -0.024 0.275
H -1.546 2.033 -0.098 0.095
H 0.874 1.918 0.781 0.218
H 1.184 2.070 -0.982 0.324
H 0.721 -0.347 -1.251 0.281
H 1.151 -1.836 0.701 0.328
H 1.439 -0.410 1.738 0.298
H 2.584 -0.838 0.450 0.365
```



[6]
ORCA calculation (ωB97M-V/def2-TZVPD) on one molecule with the formula C18H14BrN3OS.

Results
- HOMO energy (Ha) = -0.2959
- SMILES = O=C1c2cccnc2[C@@H](Nc2ccc(Br)cc2)N1Cc1cccs1
- Kohn-Sham gap (eV) = 8.36

```
38
Properties=species:S:1:pos:R:3:mulliken_charge:R:1
O -2.361 -1.357 -2.774 -0.707
C -2.293 -1.258 -1.570 0.286
C -2.400 -2.316 -0.538 0.314
C -2.589 -3.684 -0.627 -0.571
C -2.591 -4.390 0.569 -0.523
C -2.412 -3.706 1.766 -0.389
N -2.239 -2.393 1.857 -0.641
C -2.229 -1.734 0.719 0.409
C -2.076 -0.238 0.566 -0.899
N -0.946 0.344 1.225 0.044
C 0.368 0.175 0.851 0.550
C 1.317 1.085 1.329 -0.435
C 2.651 0.958 1.007 -0.675
C 3.054 -0.085 0.190 0.049
Br 4.896 -0.261 -0.270 -0.218
C 2.136 -1.000 -0.293 -0.945
C 0.801 -0.873 0.037 0.014
N -2.082 -0.096 -0.886 0.413
C -1.851 1.145 -1.608 -0.805
C -1.782 2.344 -0.733 0.424
C -0.700 3.134 -0.494 -0.676
C -0.979 4.208 0.382 -0.458
C -2.270 4.222 0.795 -0.462
S -3.181 2.929 0.117 -0.126
H -2.726 -4.167 -1.583 0.522
H -2.730 -5.459 0.576 0.387
H -2.408 -4.233 2.710 0.455
H -2.971 0.244 0.991 0.447
H -1.127 1.193 1.737 0.339
H 0.995 1.900 1.962 0.396
H 3.373 1.667 1.382 0.428
H 2.460 -1.813 -0.925 0.434
H 0.101 -1.599 -0.340 0.379
H -2.659 1.246 -2.344 0.511
H -0.908 1.057 -2.163 0.346
H 0.268 2.952 -0.926 0.474
H -0.247 4.935 0.685 0.428
H -2.755 4.913 1.455 0.479
```